--- P ---
The following is a quantum chemistry calculation of a structure of composition C22H34N2O3, from the Open Molecules 2025 dataset.

E_HOMO: -7.59 eV

Each line ends with the Mulliken charge.
Atoms and positions in Å:
C  2.552  4.602  -0.759  -1.385
H  2.973  5.525  -1.044  0.393
O  1.171  4.596  -1.086  -0.499
C  0.476  3.669  -1.423  0.629
C  -0.623  4.077  -2.201  -1.106
C  -1.572  3.130  -2.405  -0.548
C  -1.324  1.873  -2.141  0.292
C  0.015  1.290  -1.643  -0.001
C  0.897  2.283  -1.145  -0.238
O  1.917  1.923  -0.525  -0.564
C  1.854  1.655  1.096  0.677
C  1.021  0.597  1.432  0.026
C  0.956  0.678  2.740  -1.589
N  2.172  0.287  3.538  0.114
C  3.252  1.315  2.939  -1.447
C  3.177  1.619  1.599  -0.253
H  3.814  2.487  1.173  0.287
H  3.565  0.710  1.056  0.125
H  4.120  0.937  3.355  0.661
H  2.809  2.319  3.582  0.212
C  2.755  -1.020  3.652  0.782
C  3.411  -1.641  2.743  -1.058
H  3.613  -2.773  2.877  0.359
H  2.774  -1.606  1.783  0.209
H  4.546  -1.385  2.291  0.178
C  3.448  -1.129  4.923  -1.531
H  4.453  -0.439  4.720  0.169
H  2.980  -0.736  5.818  0.360
H  3.657  -2.008  5.341  0.568
H  1.676  -1.551  3.865  0.038
H  0.265  -0.344  3.269  0.398
H  0.628  1.505  3.254  0.428
H  1.159  -0.303  0.952  0.335
H  -0.120  0.999  0.987  0.141
H  1.454  2.817  1.339  0.225
H  0.166  0.141  -1.347  0.400
C  -2.131  0.575  -2.874  0.382
O  -3.146  0.960  -3.515  -0.679
N  -2.227  -0.554  -2.050  0.050
H  -1.623  -0.679  -1.089  0.304
C  -3.259  -1.544  -2.442  -0.820
C  -2.315  -2.787  -2.565  -0.724
C  -3.119  -3.934  -3.185  -0.824
C  -4.119  -4.213  -2.134  -0.586
C  -4.830  -3.176  -1.675  -0.161
C  -4.156  -1.991  -1.447  -0.735
H  -4.737  -1.026  -1.143  0.149
H  -3.597  -2.175  -0.560  0.356
H  -5.514  -2.958  -2.606  0.196
H  -5.567  -3.372  -0.757  0.233
H  -4.777  -5.242  -2.433  0.234
H  -3.545  -4.768  -1.260  0.242
H  -3.804  -3.892  -4.261  0.248
H  -2.685  -4.812  -3.513  0.513
H  -1.750  -2.554  -3.684  0.175
H  -1.817  -3.185  -1.817  0.665
H  -3.595  -1.261  -3.391  0.637
H  -2.470  3.319  -2.844  0.656
H  -0.949  4.951  -2.107  0.543
H  2.792  3.930  -1.371  0.734
H  2.855  4.290  0.118  0.424

=====

--- Q ---
The following is a quantum chemistry calculation of a cluster of 2 separate species, C22H34N2O3 in total, from the Open Molecules 2025 dataset.

SMILES string: CNC(=O)[C@H](Cc1ccc(O)cc1)NC(C)=O.C=CC(=C)CCCC(C)C
E_HOMO: -8.26 eV

Each line ends with the Mulliken charge.
Atoms and positions in Å:
C  4.678  -2.136  -5.393  -0.806
N  3.433  -1.374  -5.496  -0.114
C  3.071  -0.286  -4.805  0.243
O  1.986  0.219  -5.056  -0.656
C  4.041  0.323  -3.759  -0.119
C  3.453  1.426  -2.857  -1.319
C  2.152  1.063  -2.162  0.395
C  2.118  0.039  -1.193  -0.616
C  0.898  -0.313  -0.579  -0.551
C  -0.288  0.370  -0.931  0.729
O  -1.470  0.049  -0.348  -0.310
C  -0.250  1.399  -1.891  -0.831
C  0.968  1.744  -2.504  -0.198
N  5.337  0.760  -4.310  -0.016
C  5.604  1.522  -5.372  0.651
C  4.501  2.120  -6.223  -0.957
O  6.768  1.735  -5.670  -0.680
H  4.571  -3.087  -5.920  0.333
H  5.498  -1.577  -5.850  0.254
H  4.918  -2.343  -4.348  0.259
H  2.742  -1.690  -6.160  0.306
H  4.266  -0.504  -3.086  0.527
H  4.186  1.676  -2.089  0.390
H  3.294  2.325  -3.451  0.345
H  3.026  -0.478  -0.921  0.389
H  0.869  -1.101  0.157  0.408
H  -1.368  -0.495  0.434  0.079
H  -1.164  1.905  -2.161  0.406
H  0.986  2.513  -3.264  0.349
H  6.164  0.455  -3.822  0.251
H  3.997  1.335  -6.779  0.257
H  3.786  2.651  -5.600  0.280
H  4.945  2.821  -6.928  0.332
C  -4.549  -0.783  -0.136  -0.941
C  -4.679  -0.793  1.236  -0.018
C  -3.904  -1.638  2.154  0.985
C  -2.875  -2.452  1.723  -1.419
C  -4.277  -1.654  3.617  -1.127
C  -3.611  -0.501  4.385  -0.296
C  -3.546  -0.845  5.886  -0.934
C  -2.900  0.218  6.802  0.724
C  -3.891  1.330  7.151  -1.505
C  -1.615  0.818  6.219  -1.590
H  -3.842  -1.405  -0.674  0.209
H  -5.165  -0.124  -0.740  0.249
H  -5.424  -0.132  1.670  0.281
H  -2.571  -2.513  0.684  0.407
H  -2.328  -3.078  2.421  0.236
H  -3.959  -2.608  4.049  0.493
H  -5.365  -1.598  3.731  0.409
H  -4.167  0.428  4.224  0.268
H  -2.596  -0.360  4.001  0.343
H  -4.558  -1.055  6.246  0.288
H  -2.967  -1.768  5.995  0.410
H  -2.635  -0.283  7.740  0.289
H  -4.210  1.862  6.249  0.310
H  -3.431  2.050  7.835  0.417
H  -4.776  0.912  7.639  0.372
H  -0.919  0.024  5.934  0.355
H  -1.831  1.430  5.337  0.312
H  -1.123  1.454  6.962  0.456

=====

Name the least stable of them. P.